Run w
Density functional theory data (the ωB97M-V functional and the def2-TZVPD basis) for 2 unconnected molecules or ions with the total composition C2H5F2NS.

Bonds (Å) are listed after each position.
Cartesian coordinates (Å):
1 S -1.0102 1.2010 1.9386  C6 1.917, H8 1.280
2 F 1.4346 -0.6302 0.8452  C5 1.336
3 F 1.0208 1.1953 -0.2775  C5 1.424
4 N 0.6120 -0.9138 -1.7968  H7 1.011, H11 1.046
5 C 0.5004 -0.0858 0.0611  F2 1.336, F3 1.424, C6 1.477
6 C -0.8636 -0.1820 0.6198  S1 1.917, C5 1.477, H9 1.178, H10 1.084
7 H 1.4023 -1.4981 -1.5614  N4 1.011
8 H -1.2822 2.0733 1.0423  S1 1.280
9 H -1.0895 -1.1323 1.2776  C6 1.178
10 H -1.7258 -0.0255 -0.0180  C6 1.084
11 H 1.0011 -0.0018 -2.1311  N4 1.046

Its charge is 0. The HOMO energy comes out at -9.757 eV.

Atom charges from the Mulliken analysis, given in e for atoms 1 to 5:
1 S -0.152
2 F -0.212
3 F -0.273
4 N -0.639
5 C 0.789

***

Run x
Density functional theory data (the ωB97M-V functional and the def2-TZVPD basis) for 2 unconnected molecules or ions with the total composition C2H5F2NS.

Bonds (Å) are listed after each position.
Cartesian coordinates (Å):
1 S -2.0465 -0.2230 -0.1561  C5 1.787, H11 1.306
2 F 0.1974 -2.1018 -0.3560  no bonds
3 F 1.7903 0.2781 -0.7178  C6 1.299
4 N 0.8251 0.1654 1.2206  C6 1.294, H7 1.038, H8 1.034
5 C -0.5617 0.5331 -0.8025  S1 1.787, C6 1.470, H9 1.061, H10 1.187
6 C 0.6700 0.2187 -0.0634  F3 1.299, N4 1.294, C5 1.470
7 H 0.0156 0.2565 1.8632  N4 1.038
8 H 1.7665 0.3321 1.6156  N4 1.034
9 H -0.5918 1.5604 -0.5408  C5 1.061
10 H -0.5428 0.3977 -1.9814  C5 1.187
11 H -1.5219 -1.4171 -0.0815  S1 1.306

Its charge is 0. The HOMO energy comes out at -9.196 eV.

Atom charges from the Mulliken analysis, given in e for atoms 1 to 5:
1 S -0.256
2 F -0.789
3 F -0.211
4 N -0.272
5 C -0.483

***

Most stable to least stable: run x, run w

***

Run w
Density functional theory data (the ωB97M-V functional and the def2-TZVPD basis) for C2H3F3N4 in the gas phase.

Bonds (Å) are listed after each position.
Cartesian coordinates (Å):
1 F 2.2952 -0.9023 -0.0001  C8 1.318
2 F 1.5792 0.9642 -1.1145  C8 1.320
3 F 2.0639 1.1889 0.9210  C8 1.368
4 N 0.3252 -0.3636 0.0948  N5 1.505, C8 1.487, C9 1.380
5 N -0.1450 -1.7092 -0.3867  N4 1.505, N7 1.214
6 N -1.6712 -0.2951 -0.2918  N7 1.383, C9 1.507, H12 1.017
7 N -1.3441 -1.6135 -0.5514  N5 1.214, N6 1.383
8 C 1.6723 0.2588 -0.0024  F1 1.318, F2 1.320, F3 1.368, N4 1.487
9 C -0.6474 0.5651 0.4041  N4 1.380, N6 1.507, H10 1.101, H11 1.077
10 H -0.7982 0.5183 1.4938  C9 1.101
11 H -0.6847 1.5573 -0.0124  C9 1.077
12 H -2.6451 -0.1689 -0.5544  N6 1.017

Its charge is 0. The HOMO energy comes out at -8.914 eV.

Atom charges from the Mulliken analysis, given in e for atoms 1 to 5:
1 F -0.230
2 F -0.235
3 F -0.233
4 N 0.179
5 N -0.195

***

Run x
Density functional theory data (the ωB97M-V functional and the def2-TZVPD basis) for C2H3F3N4 in the gas phase.

Bonds (Å) are listed after each position.
Cartesian coordinates (Å):
1 F -2.6690 -0.6498 0.3830  C8 1.317
2 F -1.8772 1.2979 0.8596  C8 1.328
3 F -2.2551 0.7589 -1.1925  C8 1.323
4 N 1.2339 -1.5188 0.2119  N7 1.220, C9 1.467
5 N 0.6447 0.7006 -0.1823  N6 1.438, C9 1.467, H11 1.025
6 N -0.4242 -0.2607 -0.1311  N5 1.438, N7 1.336, C8 1.538
7 N 0.0149 -1.4757 0.2086  N4 1.220, N6 1.336
8 C -1.8513 0.3019 -0.0183  F1 1.317, F2 1.328, F3 1.323, N6 1.538
9 C 1.7915 -0.2137 -0.1578  N4 1.467, N5 1.467, H10 1.100, H12 1.089
10 H 2.2033 -0.3027 -1.1739  C9 1.100
11 H 0.6055 1.2745 0.6658  N5 1.025
12 H 2.5829 0.0875 0.5271  C9 1.089

Its charge is 0. The HOMO energy comes out at -9.286 eV.

Atom charges from the Mulliken analysis, given in e for atoms 1 to 5:
1 F -0.225
2 F -0.258
3 F -0.257
4 N -0.353
5 N -0.509

***

Most stable to least stable: run x, run w

***

Run w
Density functional theory data (the ωB97M-V functional and the def2-TZVPD basis) for 7 unconnected molecules or ions with the total composition C5H22NO8.

Bonds (Å) are listed after each position.
Cartesian coordinates (Å):
1 O 0.9833 -1.6741 -2.3975  H23 0.999, H32 0.953
2 O -1.6236 -0.9013 -1.1022  C10 1.417, H26 1.023
3 O 2.5468 -0.0253 -0.9746  H33 0.929, H34 1.084
4 O -1.0064 3.3341 -0.3934  H15 0.966, H24 0.992
5 O -0.5432 0.5736 -3.0954  H18 1.007, H28 0.964
6 O 0.5460 0.3804 2.4862  C13 1.230
7 O 1.4296 3.1382 0.8767  H19 1.005, H27 0.993
8 O 0.9919 1.8589 -1.4644  H25 0.969
9 N -0.0458 -1.5581 1.4658  C12 1.477, C13 1.365, C14 1.460
10 C -1.6401 -0.1713 0.1116  O2 1.417, C12 1.560, H16 1.106, H17 1.097
11 C -2.0607 -0.5976 2.5333  C12 1.522, H21 1.095, H30 1.097, H35 1.069
12 C -1.4656 -1.2015 1.2693  N9 1.477, C10 1.560, C11 1.522, H22 1.103
13 C 0.8747 -0.6447 1.8920  O6 1.230, N9 1.365, H29 1.126
14 C 0.4230 -2.7161 0.7108  N9 1.460, H20 1.100, H31 1.081, H36 1.104
15 H -0.4130 3.6097 0.3179  O4 0.966
16 H -2.6397 0.2958 0.1871  C10 1.106
17 H -0.8656 0.6041 0.0710  C10 1.097
18 H -0.0633 1.1624 -2.4349  O5 1.007
19 H 1.4389 2.3679 1.5215  O7 1.005
20 H 0.5516 -3.5658 1.3976  C14 1.100
21 H -3.1535 -0.5328 2.5213  C11 1.095
22 H -1.9762 -2.1267 0.9527  C12 1.103
23 H 1.6415 -1.0810 -1.9367  O1 0.999
24 H -0.4245 2.7057 -0.8943  O4 0.992
25 H 1.4386 2.4831 -2.0551  O8 0.969
26 H -1.3655 -0.3204 -1.9033  O2 1.023
27 H 1.3237 2.6861 -0.0016  O7 0.993
28 H 0.0391 -0.1790 -3.2521  O5 0.964
29 H 1.9436 -0.9437 1.6997  C13 1.126
30 H -1.7986 -1.1975 3.4138  C11 1.097
31 H -0.2174 -3.0041 -0.1106  C14 1.081
32 H 0.2065 -1.6522 -1.8464  O1 0.953
33 H 3.3345 0.2205 -1.4014  O3 0.929
34 H 1.8667 0.7990 -1.1543  O3 1.084
35 H -1.6904 0.3870 2.7213  C11 1.069
36 H 1.4134 -2.5134 0.2682  C14 1.104

Its charge is -1. The HOMO energy comes out at -6.269 eV.

Atom charges from the Mulliken analysis, given in e for atoms 1 to 5:
1 O -0.839
2 O -0.683
3 O -0.750
4 O -0.758
5 O -0.886

***

Run x
Density functional theory data (the ωB97M-V functional and the def2-TZVPD basis) for 7 unconnected molecules or ions with the total composition C5H22NO8.

Bonds (Å) are listed after each position.
Cartesian coordinates (Å):
1 O -1.6177 -3.5642 -1.0655  H26 0.944, H34 0.894
2 O -0.7231 -0.3859 -2.5816  H16 1.164, H30 0.912
3 O 3.0080 2.6892 -1.2474  H19 1.023, H36 0.901
4 O 2.8069 3.0342 1.6711  H15 0.886, H21 0.932
5 O -1.3445 1.9870 -3.3503  H25 0.991, H35 0.986
6 O 0.7627 1.9463 -0.7512  H22 0.976, H28 0.916
7 O 2.5925 -1.7722 -0.3244  C10 1.234
8 O -1.9998 -0.8965 -0.5740  C13 1.343
9 N -2.0855 0.0206 2.6965  C14 1.458, H29 1.095, H32 1.019
10 C 1.3878 -1.9201 -0.0993  O7 1.234, C12 1.473, H20 1.172
11 C 0.2117 -0.7319 1.9337  C12 1.569, C14 1.532, H17 1.188, H33 1.121
12 C 1.0137 -1.9347 1.3252  C10 1.473, C11 1.569, H24 1.121, H27 1.097
13 C -1.4289 -0.0170 0.2653  O8 1.343, C14 1.527, H18 1.125, H23 1.120
14 C -1.2913 -0.6265 1.6586  N9 1.458, C11 1.532, C13 1.527, H31 1.041
15 H 3.2284 2.7697 0.9386  O4 0.886
16 H -1.1623 -0.8756 -1.6209  O2 1.164
17 H 0.6184 0.3492 1.6575  C11 1.188
18 H -0.4815 0.3482 -0.2188  C13 1.125
19 H 2.8955 1.6915 -1.4444  O3 1.023
20 H 0.6879 -2.2088 -0.9937  C10 1.172
21 H 2.2777 3.7155 1.3173  O4 0.932
22 H 0.5918 0.9869 -0.8109  O6 0.976
23 H -2.1775 0.8164 0.2808  C13 1.120
24 H 1.9425 -1.9916 1.9507  C12 1.121
25 H -1.3378 1.6325 -2.4245  O5 0.991
26 H -1.5729 -3.4766 -0.1271  O1 0.944
27 H 0.4665 -2.7992 1.7213  C12 1.097
28 H -0.0697 2.2093 -0.4740  O6 0.916
29 H -3.1689 -0.0686 2.5651  N9 1.095
30 H -0.4029 -1.0397 -3.1305  O2 0.912
31 H -1.7773 -1.5448 1.6011  C14 1.041
32 H -1.7990 0.9714 2.9246  N9 1.019
33 H 0.4271 -0.7969 3.0318  C11 1.121
34 H -1.7505 -2.7059 -1.2772  O1 0.894
35 H -0.8692 1.2555 -3.8097  O5 0.986
36 H 2.1413 2.9332 -1.2136  O3 0.901

Its charge is -1. The HOMO energy comes out at -5.024 eV.

Atom charges from the Mulliken analysis, given in e for atoms 1 to 5:
1 O -0.682
2 O -0.711
3 O -0.722
4 O -0.604
5 O -0.701

***

Run y
Density functional theory data (the ωB97M-V functional and the def2-TZVPD basis) for 7 unconnected molecules or ions with the total composition C5H22NO8.

Bonds (Å) are listed after each position.
Cartesian coordinates (Å):
1 O -0.2351 0.0758 3.6803  H22 0.977, H34 0.959
2 O 1.8984 2.8270 -0.5822  H23 0.953, H25 0.968
3 O 3.6794 -1.1571 1.3229  H24 0.967, H28 0.992
4 O -1.5588 -3.1895 -0.7274  H15 0.996, H18 0.954
5 O -1.1653 3.5385 2.3147  H21 0.962, H31 0.974
6 O 1.2829 -2.0934 2.1912  H16 0.976, H27 0.969
7 O -1.5131 0.9827 1.3418  C11 1.250
8 O -0.9949 -1.1272 0.8833  C11 1.265
9 N 1.0199 0.3069 -2.5410  C12 1.475, C14 1.455, H26 1.012
10 C -2.1224 0.1275 -0.8176  C11 1.535, C13 1.541, H32 1.100, H35 1.092
11 C -1.5108 -0.0113 0.5837  O7 1.250, O8 1.265, C10 1.535
12 C 1.5770 -0.3297 -1.3327  N9 1.475, H17 1.089, H19 1.089, H29 1.084
13 C -1.2893 1.0064 -1.7706  C10 1.541, C14 1.542, H30 1.091, H36 1.089
14 C -0.4154 0.2007 -2.7529  N9 1.455, C13 1.542, H20 1.111, H33 1.096
15 H -1.3889 -2.4321 -0.1039  O4 0.996
16 H 0.5225 -1.8618 1.6246  O6 0.976
17 H 2.4956 0.2016 -1.0890  C12 1.089
18 H -1.6239 -4.0415 -0.3022  O4 0.954
19 H 1.7856 -1.3953 -1.4210  C12 1.089
20 H -0.8089 -0.8380 -2.7380  C14 1.111
21 H -1.4037 3.0630 3.1160  O5 0.962
22 H -0.3636 0.7334 2.9691  O1 0.977
23 H 1.2825 2.5966 0.1083  O2 0.953
24 H 3.9439 -1.8159 0.6667  O3 0.967
25 H 1.6888 2.2239 -1.3098  O2 0.968
26 H 1.4601 -0.0360 -3.3856  N9 1.012
27 H 1.0796 -1.5376 2.9581  O6 0.969
28 H 2.8235 -1.5707 1.6073  O3 0.992
29 H 0.8387 -0.1287 -0.5647  C12 1.084
30 H -2.0089 1.6330 -2.2987  C13 1.091
31 H -1.1720 2.8071 1.6718  O5 0.974
32 H -3.1131 0.5962 -0.7227  C10 1.100
33 H -0.6352 0.3686 -3.8138  C14 1.096
34 H -0.9754 -0.5221 3.5626  O1 0.959
35 H -2.4517 -0.8708 -1.1140  C10 1.092
36 H -0.6281 1.6696 -1.2145  C13 1.089

Its charge is -1. The HOMO energy comes out at -6.187 eV.

Atom charges from the Mulliken analysis, given in e for atoms 1 to 5:
1 O -0.697
2 O -0.698
3 O -0.658
4 O -0.703
5 O -0.682

***

Most stable to least stable: run y, run w, run x

***

Run w
Density functional theory data (the ωB97M-V functional and the def2-TZVPD basis) for a gas-phase ion, C5H15N2 (charge +2).

Bonds (Å) are listed after each position.
Cartesian coordinates (Å):
1 N -0.3281 2.1406 0.5174  C6 1.620, H8 1.039, H14 1.011, H21 1.026
2 N -0.8719 -1.5882 -0.3816  C3 1.479, C5 1.530, H15 1.027
3 C -1.2572 -0.1803 -0.1459  N2 1.479, C6 1.585, H13 1.180, H22 1.054
4 C 1.2576 0.3800 -0.7315  C6 1.546, C7 1.597, H16 1.050, H19 1.097
5 C -1.6643 -2.6892 0.3258  N2 1.530, H10 1.004, H11 1.072, H17 1.152
6 C 0.0708 0.5958 0.2363  N1 1.620, C3 1.585, C4 1.546, H9 1.080
7 C 2.6132 0.7922 0.0043  C4 1.597, H12 1.068, H18 1.143, H20 1.011
8 H 0.1964 2.7369 1.1870  N1 1.039
9 H 0.4552 0.2664 1.1904  C6 1.080
10 H -1.6105 -2.5467 1.3180  C5 1.004
11 H -1.3245 -3.6582 0.0185  C5 1.072
12 H 3.3660 0.8321 -0.7517  C7 1.068
13 H -2.0967 -0.1031 0.6801  C3 1.180
14 H -1.3239 2.1820 0.6852  N1 1.011
15 H -0.8264 -1.7105 -1.4007  N2 1.027
16 H 1.2958 -0.6592 -0.8779  C4 1.050
17 H -2.7866 -2.6119 0.0757  C5 1.152
18 H 2.5910 1.8575 0.4177  C7 1.143
19 H 1.1738 0.9485 -1.6659  C4 1.097
20 H 2.8397 0.1364 0.7397  C7 1.011
21 H -0.2187 2.6238 -0.3816  N1 1.026
22 H -1.5508 0.2552 -1.0594  C3 1.054

Its charge is +2. The HOMO energy (alpha / beta) comes out at -19.916 / -19.966 eV. As for the spin multiplicity: 2.

Atom charges from the Mulliken analysis, given in e for atoms 1 to 5:
1 N -0.297
2 N 0.010
3 C -0.864
4 C -0.436
5 C -0.800

***

Run x
Density functional theory data (the ωB97M-V functional and the def2-TZVPD basis) for a gas-phase ion, C5H15N2 (charge +2).

Bonds (Å) are listed after each position.
Cartesian coordinates (Å):
1 N 2.5057 -0.7099 0.4874  C3 1.607, H13 1.022, H14 1.027, H19 1.021
2 N 0.8088 -0.0326 -1.6162  C5 1.429, H8 1.027, H21 1.030
3 C 0.9675 -0.3838 0.8213  N1 1.607, C5 1.532, H9 1.082, H12 1.092
4 C -1.2689 1.8054 -0.0814  C6 1.591, H15 1.088, H20 1.092, H22 1.100
5 C 0.0984 -0.4230 -0.4398  N2 1.429, C3 1.532, C6 1.568, H18 1.125
6 C -1.3052 0.2166 -0.1574  C4 1.591, C5 1.568, C7 1.535, H11 1.106
7 C -2.1703 -0.5083 0.8836  C6 1.535, H10 1.090, H16 1.089, H17 1.097
8 H 0.1328 0.1218 -2.3741  N2 1.027
9 H 0.8060 -1.1954 1.5191  C3 1.082
10 H -3.1926 -0.2823 0.5791  C7 1.090
11 H -1.8563 0.0236 -1.0962  C6 1.106
12 H 1.0656 0.5668 1.3507  C3 1.092
13 H 2.5794 -0.8620 -0.5201  N1 1.022
14 H 3.1706 0.0496 0.6751  N1 1.027
15 H -1.5502 2.1307 -1.0808  C4 1.088
16 H -1.9088 -0.1175 1.8664  C7 1.089
17 H -2.2128 -1.6046 0.8901  C7 1.097
18 H -0.1691 -1.5083 -0.5691  C5 1.125
19 H 2.7512 -1.4457 1.1509  N1 1.021
20 H -2.0077 2.1996 0.6194  C4 1.092
21 H 1.2856 0.8519 -1.3916  N2 1.030
22 H -0.2315 2.0619 0.1812  C4 1.100

Its charge is +2. The HOMO energy (alpha / beta) comes out at -19.911 / -19.842 eV. As for the spin multiplicity: 2.

Atom charges from the Mulliken analysis, given in e for atoms 1 to 5:
1 N -0.298
2 N -0.370
3 C -0.832
4 C -1.107
5 C -0.098

***

Most stable to least stable: run w, run x